Density functional theory data (the ωB97M-V functional and the def2-TZVPD basis) for a structure of composition C33H27N6O3RbS5.

Computed properties:
- calculated total energy (eV) = -104573.72737
- HOMO energy (spin up / spin down) (eV) = -1.92 / 0.27
- HOMO-LUMO gap (spin up / spin down) (eV) = 5.670 / 3.477
- lowest unoccupied orbital energy (spin up / spin down) (eV) = 3.75 / 3.74
- charge = -2
- M (g mol⁻¹) = 801.42

Element x y z (Å)
Rb  1.559  1.142  0.153
C  5.330  -3.123  -1.100
C  4.292  -2.057  -1.386
S  2.784  -2.232  -0.651
C  4.647  -1.004  -2.257
C  6.040  -1.021  -2.857
S  3.639  0.268  -2.729
H  4.897  -3.894  -0.468
H  6.198  -2.703  -0.581
H  5.700  -3.584  -2.022
H  6.800  -1.346  -2.145
H  6.294  -0.028  -3.218
H  6.079  -1.709  -3.711
C  -1.998  5.609  -4.092
N  -1.853  4.199  -4.363
C  -1.889  3.611  -5.617
C  -1.688  2.293  -5.445
N  -1.537  2.078  -4.090
C  -1.639  3.252  -3.398
S  -1.515  3.480  -1.751
C  -1.306  0.819  -3.440
C  -0.008  0.387  -3.264
C  0.187  -0.788  -2.553
C  -0.925  -1.448  -2.054
C  -2.185  -0.938  -2.328
N  -2.387  0.184  -3.020
H  -1.315  6.182  -4.719
H  -1.750  5.766  -3.045
H  -3.023  5.936  -4.273
H  -2.044  4.186  -6.513
H  -1.638  1.486  -6.153
H  0.835  0.959  -3.631
H  1.194  -1.140  -2.349
H  -0.803  -2.330  -1.439
H  -3.077  -1.429  -1.954
S  -6.688  1.136  1.133
C  -7.404  1.919  -0.224
C  -6.468  2.182  -1.178
C  -5.162  1.766  -0.819
C  -5.100  1.175  0.426
C  -3.961  0.626  1.126
C  -2.682  0.621  0.521
N  -1.593  0.112  1.034
C  -1.669  -0.468  2.282
C  -2.908  -0.473  3.000
C  -2.944  -1.061  4.317
C  -1.852  -1.634  4.856
C  -0.604  -1.685  4.136
C  0.508  -2.320  4.647
C  1.699  -2.371  3.905
C  1.674  -1.714  2.655
N  0.646  -1.095  2.135
C  -0.530  -1.075  2.844
C  2.880  -3.056  4.387
C  3.071  -3.693  5.595
C  4.361  -4.266  5.736
C  5.149  -4.071  4.644
S  4.320  -3.185  3.427
C  -4.033  0.068  2.413
H  -8.459  2.135  -0.237
H  -6.701  2.669  -2.116
H  -4.295  1.901  -1.450
H  -2.566  1.086  -0.453
H  -3.882  -1.034  4.862
H  -1.891  -2.080  5.845
H  0.442  -2.786  5.624
H  2.574  -1.713  2.044
H  2.310  -3.742  6.360
H  4.689  -4.800  6.618
H  6.165  -4.394  4.485
H  -4.969  0.056  2.963
O  3.084  2.553  1.982
N  3.003  3.557  1.230
O  4.000  4.252  0.994
O  1.891  3.839  0.714

Density functional theory data (the ωB97M-V functional and the def2-TZVPD basis) for a cluster of 8 separate species, C48H63N7O3S in total at a distorted geometry.

Computed properties:
- calculated total energy (eV) = -78201.75027
- HOMO energy (eV) = -8.16
- HOMO-LUMO gap (eV) = 6.640
- lowest unoccupied orbital energy (eV) = -1.53
- SMILES = C=CCC1=C(CCCCCCCCOC)C(=O)C(S)=C(C=C)C1=O.c1cc[nH]c1.c1cc[nH]c1.c1cc[nH]c1.c1cc[nH]c1.c1cc[nH]c1.c1cc[nH]c1.c1cc[nH]c1
- M (g mol⁻¹) = 818.14

Element x y z (Å)
C  -1.093  4.239  1.592
C  -1.165  3.220  0.740
C  -2.462  2.519  0.368
C  -2.582  1.144  0.985
C  -1.943  0.053  0.553
C  -1.061  -0.042  -0.657
C  -1.652  -1.016  -1.696
C  -0.982  -0.904  -3.076
C  -0.808  -2.306  -3.692
C  0.333  -3.087  -3.023
C  0.936  -4.186  -3.893
C  2.175  -4.835  -3.253
C  3.490  -4.173  -3.635
O  3.526  -2.782  -3.367
C  3.850  -2.467  -2.030
C  -2.075  -1.219  1.340
O  -1.192  -2.036  1.333
C  -3.316  -1.413  2.152
S  -3.804  -3.076  2.480
C  -3.969  -0.323  2.572
C  -5.189  -0.333  3.409
C  -6.358  -0.745  2.946
C  -3.432  1.025  2.200
O  -3.710  1.982  2.885
H  -1.811  4.381  2.397
H  -0.302  4.980  1.522
H  -0.272  2.830  0.256
H  -2.464  2.428  -0.720
H  -3.285  3.148  0.693
H  -0.902  0.937  -1.111
H  -0.096  -0.440  -0.330
H  -2.725  -0.811  -1.787
H  -1.559  -2.028  -1.299
H  0.000  -0.427  -2.997
H  -1.621  -0.329  -3.750
H  -0.661  -2.241  -4.772
H  -1.741  -2.844  -3.488
H  -0.040  -3.550  -2.103
H  1.106  -2.376  -2.709
H  1.178  -3.810  -4.890
H  0.180  -4.975  -3.977
H  2.226  -5.906  -3.462
H  2.047  -4.755  -2.164
H  4.327  -4.674  -3.129
H  3.646  -4.274  -4.713
H  3.254  -3.081  -1.345
H  4.921  -2.533  -1.816
H  3.546  -1.430  -1.868
H  -2.775  -3.390  3.278
H  -5.063  0.003  4.434
H  -6.418  -1.267  1.997
H  -7.259  -0.576  3.522
C  7.095  -3.939  1.770
C  6.458  -3.790  3.032
C  5.107  -3.847  2.817
N  4.904  -4.022  1.476
C  6.110  -4.081  0.831
H  8.154  -3.942  1.576
H  6.937  -3.656  3.987
H  4.278  -3.777  3.500
H  4.007  -4.095  1.033
H  6.163  -4.220  -0.236
C  -7.798  5.041  1.023
C  -8.353  3.825  1.510
C  -7.312  2.963  1.733
N  -6.155  3.609  1.396
C  -6.440  4.875  0.966
H  -8.335  5.933  0.748
H  -9.395  3.611  1.679
H  -7.293  1.952  2.103
H  -5.237  3.209  1.473
H  -5.658  5.547  0.657
C  7.107  -1.877  -3.697
C  8.085  -2.032  -2.676
C  9.002  -1.028  -2.835
N  8.617  -0.276  -3.910
C  7.463  -0.784  -4.441
H  6.240  -2.495  -3.866
H  8.111  -2.792  -1.912
H  9.889  -0.787  -2.276
H  9.107  0.527  -4.256
H  6.996  -0.328  -5.297
C  1.818  4.300  6.095
C  0.998  3.233  6.553
C  0.283  2.777  5.477
N  0.638  3.527  4.390
C  1.574  4.454  4.756
H  2.509  4.883  6.681
H  0.942  2.842  7.556
H  -0.440  1.984  5.395
H  0.268  3.416  3.462
H  1.986  5.142  4.038
C  -4.466  1.883  -6.362
C  -4.852  0.933  -7.346
C  -4.898  -0.292  -6.735
N  -4.553  -0.118  -5.423
C  -4.290  1.205  -5.187
H  -4.334  2.943  -6.502
H  -5.072  1.127  -8.382
H  -5.145  -1.266  -7.121
H  -4.499  -0.849  -4.739
H  -4.002  1.549  -4.208
C  -2.166  -0.847  5.942
C  -2.074  -1.123  7.334
C  -2.313  0.050  7.997
N  -2.545  1.022  7.064
C  -2.461  0.485  5.810
H  -2.030  -1.544  5.131
H  -1.855  -2.073  7.793
H  -2.335  0.274  9.050
H  -2.744  1.985  7.265
H  -2.615  1.095  4.936
C  3.138  3.201  -1.264
C  3.775  3.687  -2.438
C  4.133  2.598  -3.186
N  3.739  1.477  -2.512
C  3.130  1.833  -1.341
H  2.738  3.791  -0.457
H  3.951  4.716  -2.701
H  4.633  2.526  -4.137
H  3.879  0.535  -2.831
H  2.750  1.086  -0.663

Density functional theory data (the ωB97M-V functional and the def2-TZVPD basis) for a structure of composition C17H30N2O4 at a distorted geometry.

Computed properties:
- calculated total energy (eV) = -29266.97815
- HOMO energy (eV) = -8.20
- HOMO-LUMO gap (eV) = 8.901
- lowest unoccupied orbital energy (eV) = 0.70
- energy relative to the best compared isomer or geometry (same formula, charge and spin) (eV) = 21.5109
- M (g mol⁻¹) = 326.44

Element x y z (Å)
C  0.635  4.399  1.039
C  0.236  3.293  0.015
H  -0.143  3.839  -0.930
H  -0.666  2.698  0.470
O  1.144  2.250  -0.551
C  1.345  1.285  0.533
C  2.691  0.675  0.291
C  3.370  0.021  1.165
C  2.553  -1.165  1.772
H  2.843  -1.268  2.932
C  2.934  -2.376  1.342
O  2.415  -2.790  -0.059
H  1.569  -3.101  -0.058
H  2.663  -3.241  2.083
H  4.073  -2.669  1.134
H  1.464  -1.079  1.869
H  3.594  0.551  2.153
H  4.336  -0.406  1.047
C  2.841  0.154  -1.277
C  1.429  -0.669  -1.216
C  0.371  -0.526  -0.627
O  0.233  0.525  0.618
C  -0.727  -1.384  -0.421
O  -0.551  -2.610  0.005
N  -1.950  -0.876  -1.016
C  -2.193  0.335  -1.134
H  -1.359  0.715  -1.254
C  -3.129  1.073  -0.066
N  -4.443  0.066  0.215
C  -5.280  0.654  1.091
H  -5.574  1.795  0.610
H  -4.951  0.761  1.917
H  -6.180  0.116  1.068
C  -4.032  -1.381  0.466
C  -3.149  -1.942  -0.581
H  -2.741  -2.668  -0.250
H  -3.639  -1.930  -1.701
H  -4.928  -1.819  0.849
H  -3.497  -1.231  1.474
H  -3.576  2.053  -0.222
H  -2.513  0.883  1.071
H  -2.972  0.373  -1.830
H  1.312  -1.539  -2.046
C  2.888  0.841  -2.382
H  2.079  1.826  -2.471
H  4.077  1.379  -2.381
H  2.937  0.312  -3.294
H  3.676  -0.841  -1.179
H  3.447  1.774  -0.114
H  1.277  1.802  1.573
H  0.984  4.025  1.836
H  1.414  4.995  0.426
H  -0.041  5.143  1.085

Density functional theory data (the ωB97M-V functional and the def2-TZVPD basis) for an isolated molecule of C21H20F3N5O at a distorted geometry.

Computed properties:
- calculated total energy (eV) = -39749.81457
- HOMO energy (eV) = -8.37
- HOMO-LUMO gap (eV) = 8.423
- lowest unoccupied orbital energy (eV) = 0.05
- energy relative to the best compared isomer or geometry (same formula, charge and spin) (eV) = 2.2197
- SMILES = Cn1nc(C(C)(C)C)cc1-c1nc2cc(-c3ccccc3OC(F)(F)F)ncc2[nH]1
- M (g mol⁻¹) = 415.42

Element x y z (Å)
C  -2.690  3.173  -1.762
N  -1.988  3.120  -0.469
N  -1.206  4.118  -0.252
C  -0.176  3.794  0.541
C  1.125  4.585  0.797
C  1.484  5.503  -0.412
C  0.976  5.451  2.018
C  2.338  3.694  0.991
C  -0.311  2.418  0.829
C  -1.398  2.026  0.089
C  -1.774  0.734  -0.087
N  -1.331  -0.295  0.624
C  -1.891  -1.399  0.058
C  -1.722  -2.652  0.584
C  -2.340  -3.713  -0.079
C  -2.218  -5.077  0.502
C  -3.355  -5.857  0.308
C  -3.227  -7.176  0.741
C  -2.150  -7.714  1.420
C  -1.089  -6.854  1.612
C  -1.062  -5.522  1.195
O  0.124  -4.817  1.332
C  1.285  -5.178  0.657
F  1.998  -6.119  1.382
F  2.015  -3.976  0.595
F  1.142  -5.598  -0.652
N  -3.183  -3.495  -1.072
C  -3.328  -2.295  -1.579
C  -2.702  -1.177  -0.995
N  -2.575  0.170  -1.071
H  -3.375  4.022  -1.920
H  -3.352  2.278  -1.782
H  -1.941  3.118  -2.598
H  0.621  6.122  -0.783
H  2.360  6.172  -0.220
H  1.834  4.921  -1.315
H  0.351  6.265  1.780
H  1.897  5.929  2.299
H  0.395  4.851  2.676
H  2.462  3.002  1.856
H  2.553  3.111  0.033
H  3.317  4.218  0.977
H  0.396  1.732  1.320
H  -1.212  -2.778  1.617
H  -4.237  -5.530  -0.265
H  -4.059  -7.822  0.511
H  -2.171  -8.755  1.801
H  -0.184  -7.206  2.051
H  -3.974  -2.192  -2.490
H  -3.027  0.765  -1.837

Density functional theory data (the ωB97M-V functional and the def2-TZVPD basis) for a cluster of 2 separate species, C5H10O2 in total at a distorted geometry.

Computed properties:
- calculated total energy (eV) = -9439.70710
- HOMO energy (eV) = -8.85
- HOMO-LUMO gap (eV) = 9.831
- lowest unoccupied orbital energy (eV) = 0.98
- energy relative to the best compared isomer or geometry (same formula, charge and spin) (eV) = 3.3359
- SMILES = C=COC.C=CO
- M (g mol⁻¹) = 102.13

Element x y z (Å)
C  2.052  0.704  0.078
C  1.067  1.111  -0.716
O  -0.216  1.302  -0.337
C  -0.452  1.454  1.052
H  3.028  0.578  -0.361
H  1.985  0.718  1.158
H  1.177  1.111  -1.796
H  0.113  2.309  1.445
H  -0.185  0.549  1.613
H  -1.522  1.636  1.143
C  -0.197  -1.991  -0.199
C  -1.479  -1.734  -0.379
O  -2.147  -0.777  -1.006
H  0.597  -1.442  -0.647
H  -0.134  -3.018  0.169
H  -2.253  -2.330  0.024
H  -1.432  -0.180  -1.240

Density functional theory data (the ωB97M-V functional and the def2-TZVPD basis) for an isolated molecule of C13H9BrO4S at a distorted geometry.

Computed properties:
- calculated total energy (eV) = -102691.81816
- HOMO energy (eV) = -9.26
- HOMO-LUMO gap (eV) = 7.947
- lowest unoccupied orbital energy (eV) = -1.31
- energy relative to the best compared isomer or geometry (same formula, charge and spin) (eV) = 1.0283
- SMILES = CC1=C2C(=C(CBr)OS1(=O)=O)C(=O)c1ccccc12
- M (g mol⁻¹) = 341.18

Element x y z (Å)
C  2.542  -1.010  -1.522
C  1.000  -1.019  -1.215
C  0.205  -0.196  -0.390
C  -1.219  -0.282  -0.217
C  -2.069  -1.051  -1.055
C  -3.440  -1.291  -0.745
Br  -4.579  -0.223  -2.066
O  -1.570  -1.775  -2.162
S  0.001  -2.347  -1.943
O  0.555  -2.685  -3.295
O  0.043  -3.480  -1.014
C  -1.480  0.374  1.202
O  -2.531  0.448  1.744
C  -0.278  1.142  1.503
C  -0.136  2.054  2.567
C  1.062  2.663  2.659
C  2.065  2.461  1.659
C  1.885  1.587  0.661
C  0.684  0.897  0.541
H  2.668  -1.284  -2.615
H  3.010  -1.735  -0.836
H  3.009  -0.013  -1.220
H  -3.803  -1.003  0.254
H  -3.575  -2.415  -0.893
H  -0.887  2.157  3.413
H  1.390  3.352  3.443
H  2.905  3.145  1.675
H  2.540  1.530  -0.133

Density functional theory data (the ωB97M-V functional and the def2-TZVPD basis) for a structure of composition C2H11MgN6 at a distorted geometry.

Computed properties:
- calculated total energy (eV) = -16633.11929
- HOMO energy (eV) = -1.07
- HOMO-LUMO gap (eV) = 4.237
- lowest unoccupied orbital energy (eV) = 3.16
- charge = -1
- energy relative to the best compared isomer or geometry (same formula, charge and spin) (eV) = 0.0000
- M (g mol⁻¹) = 143.46

Element x y z (Å)
C  0.700  -2.240  -2.280
Mg  -0.180  -1.714  -0.494
N  -1.712  -0.618  -1.550
H  1.985  0.272  0.754
H  -0.806  -1.884  1.191
H  1.572  -2.796  -1.907
H  0.918  -1.915  -3.286
H  -0.251  -2.860  -2.362
H  -1.407  0.348  -1.709
H  -2.361  -0.624  -0.751
H  -2.184  -0.968  -2.372
N  1.414  2.131  2.903
N  0.938  1.896  1.603
N  -0.407  2.198  1.533
C  -0.871  1.303  0.707
N  -0.012  0.345  0.369
N  1.099  0.601  1.086
H  2.410  2.102  3.017
H  1.060  3.048  3.183
H  -1.906  1.376  0.365

Density functional theory data (the ωB97M-V functional and the def2-TZVPD basis) for an isolated molecule of C3H6N2O3S at a distorted geometry.

Computed properties:
- calculated total energy (eV) = -23162.08815
- HOMO energy (eV) = -10.52
- HOMO-LUMO gap (eV) = 10.390
- lowest unoccupied orbital energy (eV) = -0.13
- energy relative to the best compared isomer or geometry (same formula, charge and spin) (eV) = 3.8795
- SMILES = N[C@@H]1CS(=O)(=O)NC1=O
- M (g mol⁻¹) = 150.16

Element x y z (Å)
N  -1.151  -0.326  -1.596
C  0.017  -0.717  -0.784
C  0.023  -0.997  0.726
S  -0.144  0.796  1.412
O  -1.497  1.563  1.768
O  0.859  0.732  2.534
N  0.422  1.609  -0.095
C  1.063  0.448  -0.906
O  2.073  0.311  -1.763
H  -1.552  -1.222  -1.664
H  -1.677  0.332  -1.008
H  0.367  -1.751  -1.068
H  1.061  -1.328  1.096
H  -0.852  -1.776  0.996
H  0.990  2.325  0.353